{
  "formula": "C4H4NO",
  "method": "the ωB97M-V functional and the def2-TZVPD basis",
  "species": ["C", "C", "C", "C", "N", "O", "H", "H", "H", "H"],
  "positions_angstrom": [[-0.10843, 1.17733, -0.06301], [1.26689, 0.82978, -0.01858], [0.53849, -1.33406, -0.07128], [-0.95569, -1.10234, -0.00167], [-1.01267, 0.30492, 0.07395], [1.39413, -0.49690, 0.06607], [-0.38222, 2.22960, -0.04009], [2.12034, 1.47254, 0.09908], [-1.40484, -1.53013, -0.91223], [-1.45600, -1.55073, 0.86776]],
  "forces_ev_per_angstrom": [[0.891, 0.783, 0.136], [-1.479, 2.041, -0.133], [-1.590, -2.845, 0.020], [1.112, 0.585, -0.004], [-2.220, 0.401, -0.162], [2.640, -0.607, 0.165], [-0.014, -0.020, -0.055], [0.291, -0.310, 0.023], [0.087, 0.143, 0.138], [0.281, -0.172, -0.127]],
  "mulliken_charge": [-0.077, -0.037, 0.273, -0.171, -0.323, -0.092, 0.390, 0.444, 0.278, 0.316],
  "relative_energy_ev": 3.508,
  "charge": 1,
  "homo_lumo_gap_ha": [0.285, 0.266],
  "max_force_ev_per_a": 3.259,
  "total_energy_ev": -7736.936
}